Record 1
{
  "formula": "CH6NS2",
  "method": "ωB97M-V/def2-TZVPD",
  "charge": 1,
  "e_above_lowest_ev": 1.049,
  "e_lumo_ev": -4.12,
  "orbital_gap_ev": 10.4,
  "smiles": "[NH3+]C(S)S",
  "homo_energy_ev": -14.6,
  "elements": ["N", "C", "S", "S", "H", "H", "H", "H", "H", "H"],
  "coordinates": [[-0.239642, 0.879126, -0.438016], [0.377954, -0.378956, 0.309788], [-0.580734, -1.857757, -0.187438], [2.160556, -0.240773, 0.192356], [-0.297497, 1.763250, 0.210436], [-1.149931, 0.477583, -0.586144], [0.320728, 1.222653, -1.284740], [-0.211983, -0.113553, 1.425179], [0.495449, -2.399603, -0.741931], [2.563559, -1.487008, -0.209015]],
  "atomic_forces_ev_per_a": [[1.8, 2.0, 0.9], [-2.7, 1.1, 3.1], [1.0, 0.6, 0.2], [0.1, -0.3, 0.3], [0.0, -2.2, -1.3], [-0.9, 0.7, -1.0], [-1.2, -1.1, 0.9], [2.5, -0.9, -2.7], [0.0, -0.4, -0.5], [-0.7, 0.5, 0.2]],
  "nbo_charge": [-0.75, -0.40, 0.10, 0.08, 0.46, 0.45, 0.47, 0.26, 0.15, 0.18]
}



Record 2
{
  "formula": "CH6O",
  "method": "ωB97M-V/def2-TZVPD",
  "e_above_lowest_ev": 0.026,
  "e_lumo_ev": 0.92,
  "orbital_gap_ev": 12.4,
  "smiles": "C.O",
  "homo_energy_ev": -11.5,
  "elements": ["C", "H", "H", "H", "H", "O", "H", "H"],
  "coordinates": [[0.934892, -0.322945, 0.745517], [0.688382, 0.005885, -0.274823], [1.664392, 0.370885, 1.188727], [0.021242, -0.334885, 1.357977], [1.365622, -1.334505, 0.710737], [-1.830837, 0.715735, -1.007802], [-1.373957, -0.142715, -0.857512], [-1.469737, 1.042544, -1.862822]],
  "atomic_forces_ev_per_a": [[0.0, -0.1, 0.0], [0.2, -0.1, 0.4], [-0.3, -0.2, -0.2], [0.3, 0.0, -0.2], [-0.1, 0.4, 0.0], [0.8, -0.5, -0.8], [-0.5, 0.9, -0.2], [-0.4, -0.4, 0.9]],
  "nbo_charge": [-0.85, 0.20, 0.22, 0.22, 0.21, -0.94, 0.47, 0.47]
}